DFT (the ωB97M-V functional and the def2-TZVPD basis) results for 3 unconnected molecules or ions with the total composition C28H51BINO9.

Properties
Molecular weight ... 683.43 Da
Total charge ... 0
HOMO ... -8.629 eV
Kohn-Sham gap ... 9.09 eV
SMILES ... CC(=O)OCCCCCB(I)CCC(=O)Nc1ccccc1.COCCOCCOC.COCCOCCOC

XYZ file:
```
91
Properties=species:S:1:pos:R:3:forces:R:3
C 4.455 -3.736 2.547 -0.13 -0.49 -0.11
C 3.003 -3.621 1.981 -0.34 -0.65 0.33
O 2.071 -3.917 2.691 0.49 0.37 -0.26
O 2.766 -3.218 0.670 0.83 0.45 1.35
C 1.810 -2.107 0.664 0.14 0.67 -0.31
C 1.775 -1.524 -0.788 -0.80 0.16 0.07
C 0.436 -0.735 -1.108 1.00 0.29 -0.05
C 0.161 0.396 -0.027 -0.75 -0.17 -0.47
C -1.199 0.102 0.735 0.39 0.18 0.67
B -1.037 -0.204 2.302 -0.68 -0.81 -0.36
I 0.454 0.808 3.562 -0.47 -0.31 -0.50
C -2.006 -1.274 3.030 -0.08 1.61 0.50
C -3.397 -1.463 2.306 0.73 -1.14 1.04
C -3.582 -2.899 1.673 -1.14 1.72 -0.29
O -4.631 -3.084 1.096 0.77 -0.53 0.38
N -2.560 -3.924 1.830 -0.81 0.12 -0.64
C -1.962 -4.323 0.571 1.79 -1.20 -2.00
C -0.806 -5.236 0.670 -0.43 0.36 -1.15
C -0.105 -5.771 -0.477 -2.00 1.38 -0.19
C -0.563 -5.388 -1.811 -0.93 0.82 1.75
C -1.678 -4.454 -1.924 0.75 -0.60 1.19
C -2.389 -3.908 -0.757 1.70 -1.27 0.14
H 5.145 -4.306 1.871 -0.60 0.86 0.35
H 4.875 -2.735 2.826 -0.37 -0.79 -0.60
H 4.390 -4.334 3.495 -0.15 0.63 -0.92
H 2.240 -1.334 1.361 -0.69 -0.61 -0.51
H 0.814 -2.460 1.044 0.83 0.27 -0.49
H 2.613 -0.785 -0.927 -0.50 -1.01 0.11
H 1.846 -2.384 -1.501 0.21 0.79 0.51
H -0.391 -1.482 -1.209 0.48 0.76 0.23
H 0.574 -0.235 -2.108 -0.19 -0.65 0.85
H 0.067 1.415 -0.497 0.24 -1.07 0.24
H 1.035 0.442 0.668 -0.80 0.04 -0.43
H -1.912 0.983 0.674 0.71 -0.77 -0.04
H -1.752 -0.759 0.256 0.56 0.86 0.43
H -2.225 -0.821 4.045 0.33 -0.64 -0.85
H -1.451 -2.226 3.232 -0.57 0.65 -0.32
H -4.187 -1.407 3.110 0.62 -0.20 -0.92
H -3.661 -0.653 1.580 0.35 -0.96 0.39
H -3.053 -4.736 2.228 0.38 0.31 -0.21
H -0.454 -5.531 1.683 -0.35 0.37 -0.82
H 0.742 -6.473 -0.307 -0.77 0.71 -0.28
H -0.072 -5.803 -2.724 -0.54 0.51 0.93
H -1.984 -4.177 -2.964 0.12 -0.12 1.21
H -3.232 -3.198 -0.888 0.72 -0.73 0.02
C -6.955 0.774 -2.525 -0.13 0.27 -0.16
O -6.363 2.032 -2.255 0.28 -0.47 0.14
C -5.688 2.103 -1.008 0.03 0.29 -0.20
C -4.305 2.731 -1.141 0.05 0.11 0.14
O -3.347 1.988 -1.890 -0.13 0.07 -0.04
C -3.584 1.815 -3.284 0.03 -0.19 -0.12
C -3.524 3.075 -4.138 -0.29 -0.13 0.07
O -4.575 3.980 -3.832 0.39 0.12 0.28
C -4.142 5.310 -3.613 -0.31 -0.10 -0.11
H -7.994 0.771 -2.185 0.00 -0.19 0.05
H -6.942 0.622 -3.607 -0.06 0.06 0.02
H -6.406 -0.052 -2.065 -0.02 0.03 0.07
H -5.593 1.116 -0.543 -0.02 -0.05 -0.11
H -6.294 2.732 -0.346 0.15 0.01 0.22
H -3.887 2.801 -0.131 0.01 -0.15 -0.02
H -4.365 3.757 -1.502 -0.21 -0.04 -0.16
H -4.509 1.263 -3.452 -0.14 0.23 -0.03
H -2.784 1.154 -3.631 0.10 0.11 0.08
H -3.639 2.789 -5.190 0.19 -0.16 -0.01
H -2.543 3.547 -4.020 -0.05 0.06 0.06
H -3.183 5.347 -3.088 0.04 -0.01 -0.06
H -4.886 5.805 -2.986 -0.04 -0.02 -0.09
H -4.072 5.845 -4.564 0.15 0.11 0.06
C 6.616 0.938 -0.990 0.19 0.29 0.08
O 5.947 2.044 -0.412 -0.25 -0.51 -0.02
C 4.562 2.112 -0.716 0.11 0.26 0.25
C 3.716 2.372 0.525 -0.18 0.13 -0.04
O 3.697 1.335 1.501 0.14 0.03 -0.07
C 4.910 1.046 2.189 0.07 -0.20 0.02
C 5.434 2.136 3.115 0.15 -0.05 -0.27
O 5.839 3.296 2.401 -0.46 0.05 0.13
C 5.307 4.502 2.917 0.28 -0.03 -0.17
H 7.041 1.224 -1.957 -0.02 -0.18 -0.08
H 7.431 0.651 -0.322 0.02 0.07 -0.04
H 5.960 0.071 -1.110 -0.04 0.04 -0.04
H 4.210 1.198 -1.207 0.10 -0.06 0.05
H 4.423 2.945 -1.413 -0.26 0.00 -0.03
H 2.678 2.470 0.191 0.01 -0.16 -0.01
H 3.963 3.328 0.984 0.26 -0.02 -0.06
H 5.678 0.711 1.491 0.10 0.25 -0.02
H 4.685 0.175 2.814 -0.14 0.09 0.06
H 6.317 1.753 3.639 -0.10 -0.20 0.10
H 4.671 2.373 3.864 -0.03 0.07 -0.06
H 4.280 4.377 3.273 0.02 -0.03 0.06
H 5.293 5.235 2.109 0.10 -0.03 0.02
H 5.942 4.880 3.724 -0.14 0.08 0.10
```
Forces are in eV/Å.

---

DFT (the ωB97M-V functional and the def2-TZVPD basis) results for a molecular structure, C28H51F6IrN5PSi4Te.

Properties
Molecular weight ... 1034.87 Da
Total charge ... +3
HOMO (spin up / spin down) ... -14.714 / -14.471 eV
Energy relative to the best compared isomer or geometry (same formula, charge and spin) ... 68.54 kcal per mole
Kohn-Sham gap (spin up / spin down) ... 5.57 / 5.24 eV
2S+1 ... 2

XYZ file:
```
97
Properties=species:S:1:pos:R:3:forces:R:3
Ir 0.869 1.501 1.029 0.35 0.30 0.33
C 2.440 2.104 -2.185 0.05 0.00 0.07
C 3.136 1.206 -1.209 0.13 0.02 0.26
C 4.210 0.433 -1.629 0.01 0.11 -0.02
C 4.936 -0.306 -0.715 0.11 -0.08 -0.01
C 4.653 -0.173 0.633 0.05 0.08 0.00
C 3.607 0.642 1.003 0.02 0.24 -0.06
N 2.789 1.245 0.100 -0.27 -0.75 -0.54
C 3.311 0.975 2.405 0.09 -0.16 0.00
C 4.193 0.845 3.457 -0.01 -0.07 0.14
C 3.762 1.199 4.729 0.09 -0.05 -0.05
C 2.468 1.646 4.917 -0.07 -0.07 0.07
C 1.636 1.772 3.817 -0.11 -0.09 0.19
N 2.087 1.479 2.598 0.33 0.54 0.09
C 0.214 2.145 3.843 0.10 0.05 0.00
C -0.451 2.432 5.013 0.00 0.04 0.06
C -1.803 2.723 4.962 -0.07 0.03 0.07
C -2.434 2.727 3.739 -0.01 0.03 0.03
C -1.719 2.441 2.580 0.09 0.04 0.10
C -2.449 2.462 1.275 0.05 -0.01 -0.01
N -0.405 2.153 2.632 -0.60 -0.57 -0.46
H 2.747 1.878 -3.203 0.00 -0.02 0.01
H 2.729 3.137 -1.971 0.04 0.01 0.00
H 1.362 2.025 -2.121 -0.19 0.01 0.01
H 4.480 0.432 -2.676 -0.04 -0.05 -0.02
H 5.744 -0.944 -1.044 0.01 0.00 -0.01
H 5.230 -0.696 1.381 0.04 0.01 0.01
H 5.197 0.484 3.290 0.00 -0.03 0.03
H 4.430 1.104 5.574 0.01 0.00 0.00
H 2.110 1.866 5.912 0.01 0.04 0.00
H 0.066 2.419 5.960 0.03 -0.01 -0.01
H -2.350 2.944 5.868 -0.02 -0.01 0.01
H -3.491 2.938 3.663 -0.01 0.02 -0.01
H -3.189 1.662 1.260 -0.02 0.00 -0.02
H -1.777 2.311 0.437 -0.03 0.08 0.01
H -2.991 3.401 1.158 -0.02 0.01 0.02
F 1.158 -0.981 1.591 0.33 0.18 0.24
P 0.073 -1.851 2.515 0.66 1.09 0.91
F -0.476 -2.390 1.084 -0.47 -0.26 0.01
F 1.153 -3.023 2.571 -0.03 0.01 0.07
F -0.992 -2.699 3.329 0.12 0.01 -0.16
F 0.682 -1.161 3.838 -0.16 -0.17 -0.30
F -0.973 -0.619 2.359 -0.16 -0.04 0.15
N -0.548 6.664 -1.964 -0.03 0.02 -0.11
C -0.094 6.046 -0.657 -0.04 0.07 -0.07
C 0.059 4.526 -0.765 -0.01 0.06 0.07
N 0.701 3.962 0.420 0.03 0.05 -0.01
H -0.641 7.683 -1.881 0.01 -0.12 0.00
H -1.461 6.301 -2.261 0.09 0.04 0.03
H 0.117 6.481 -2.724 -0.09 0.03 0.11
H -0.841 6.326 0.085 0.03 0.00 0.02
H 0.849 6.528 -0.401 0.00 -0.02 -0.03
H 0.654 4.268 -1.642 0.04 -0.01 0.01
H -0.917 4.052 -0.888 -0.01 0.02 -0.02
H 0.211 4.226 1.270 -0.01 0.02 -0.01
H 1.662 4.279 0.512 -0.01 0.01 -0.02
C 1.794 -3.337 -0.572 0.21 0.22 0.01
Si 0.158 -4.176 -0.571 -0.05 0.04 0.22
C -0.263 -5.112 -2.093 -0.03 -0.11 -0.20
C -0.304 -5.075 0.947 -0.10 -0.24 0.22
Si -1.058 -1.933 -1.524 -0.34 -0.11 -0.21
Te -0.438 0.320 -0.965 -0.09 0.62 -0.43
Si -0.844 -1.669 -3.912 -0.23 -0.27 0.12
C -1.684 -3.074 -4.793 -0.02 -0.03 -0.12
C 0.994 -1.622 -4.205 0.18 0.00 -0.03
C -1.677 -0.103 -4.475 -0.07 0.10 0.02
Si -3.295 -2.521 -0.417 0.24 0.03 -0.20
C -4.046 -0.840 -0.207 0.08 0.09 0.00
C -3.973 -3.425 -1.874 -0.11 -0.08 -0.14
C -3.295 -3.478 1.140 -0.03 -0.15 0.12
H 2.536 -4.103 -0.316 0.02 -0.01 -0.03
H 1.831 -2.559 0.192 0.08 -0.13 -0.14
H 2.044 -2.918 -1.546 0.05 -0.02 -0.05
H 0.300 -6.052 -2.034 -0.01 -0.03 0.00
H 0.037 -4.604 -3.003 0.05 0.02 -0.12
H -1.319 -5.370 -2.151 -0.01 -0.04 -0.02
H 0.380 -5.932 0.981 -0.03 -0.07 0.01
H -1.316 -5.469 0.903 0.03 -0.13 -0.02
H -0.174 -4.497 1.859 -0.03 -0.38 -0.22
H -1.287 -4.058 -4.567 0.04 -0.11 0.01
H -1.578 -2.924 -5.871 -0.01 0.01 -0.01
H -2.752 -3.082 -4.573 -0.02 -0.02 -0.05
H 1.431 -2.621 -4.178 0.03 -0.01 0.02
H 1.504 -1.004 -3.462 0.03 0.03 -0.03
H 1.194 -1.205 -5.195 0.03 -0.01 0.00
H -2.761 -0.235 -4.487 -0.01 0.04 0.01
H -1.358 0.091 -5.503 -0.03 0.00 -0.02
H -1.437 0.767 -3.870 0.03 0.07 -0.01
H -3.943 -0.224 -1.099 -0.04 0.03 0.00
H -3.574 -0.344 0.642 -0.03 0.02 0.02
H -5.110 -0.976 0.009 -0.01 0.02 0.02
H -4.042 -2.795 -2.760 -0.05 0.00 -0.01
H -4.988 -3.735 -1.602 -0.02 -0.02 -0.05
H -3.413 -4.325 -2.125 0.00 -0.03 -0.01
H -2.553 -3.135 1.854 -0.09 -0.03 0.08
H -3.164 -4.544 0.967 -0.06 0.01 0.03
H -4.285 -3.330 1.583 -0.02 -0.03 0.01
```
Forces are in eV/Å.

---

DFT (the ωB97M-V functional and the def2-TZVPD basis) results for a molecular structure, C28H52AuN2O2Si2.

Properties
Molecular weight ... 701.88 Da
Total charge ... +1
HOMO (spin up / spin down) ... -9.169 / -9.672 eV
Energy relative to the best compared isomer or geometry (same formula, charge and spin) ... 40.41 kcal per mole
Kohn-Sham gap (spin up / spin down) ... 5.67 / 5.72 eV
2S+1 ... 3

XYZ file:
```
87
Properties=species:S:1:pos:R:3:forces:R:3
O -0.452 -1.019 -2.209 0.59 1.00 -0.86
O 0.682 0.718 -3.472 -0.16 -0.20 1.11
C 0.305 -2.222 -2.612 -0.59 0.96 0.08
C -0.411 -3.430 -2.099 0.16 -0.57 -0.06
H 1.319 -2.103 -2.185 -0.57 0.03 -0.03
H 0.368 -2.182 -3.709 0.14 -0.33 0.27
H -0.478 -3.443 -1.006 -0.03 0.14 -0.22
H 0.186 -4.284 -2.407 -0.06 -0.34 0.05
H -1.409 -3.553 -2.532 0.17 0.08 0.08
C -1.739 -0.779 -2.955 0.71 -0.58 1.46
C -1.701 -1.015 -4.432 -0.27 -0.10 -0.63
H -2.031 0.252 -2.686 0.24 -0.50 -0.04
H -2.397 -1.484 -2.442 -0.37 0.31 -0.30
H -0.945 -0.433 -4.973 -0.15 -0.21 0.28
H -2.679 -0.698 -4.814 0.12 -0.07 -0.01
H -1.605 -2.077 -4.684 0.05 0.22 0.04
C 0.153 2.123 -3.285 1.05 -1.42 0.07
C 2.021 0.402 -4.069 -1.08 0.46 0.98
C -0.715 2.449 -4.453 -0.23 0.29 -0.15
H 1.051 2.734 -3.168 -0.29 0.19 -0.02
H -0.403 2.071 -2.337 0.28 0.11 -0.27
H -0.181 2.395 -5.405 -0.14 0.04 0.23
H -1.047 3.470 -4.296 -0.22 0.24 -0.20
H -1.601 1.806 -4.492 0.23 0.14 0.00
C 1.939 0.676 -5.534 0.32 -0.02 -0.23
H 2.167 -0.661 -3.827 0.00 0.46 -0.09
H 2.735 1.019 -3.511 0.07 -0.23 -0.30
H 1.097 0.165 -6.015 0.21 0.11 0.21
H 2.858 0.290 -5.958 0.19 0.03 -0.36
H 1.892 1.748 -5.732 0.01 -0.11 -0.09
H 0.324 0.001 -2.645 -0.31 -0.15 -0.74
Au 0.058 0.040 1.535 0.98 0.54 0.25
C 1.734 0.116 0.240 -3.13 -1.50 -0.52
Si 3.478 0.521 0.415 0.87 0.10 0.26
H 1.399 -1.006 0.288 1.39 1.67 -1.54
H 0.914 0.790 -0.199 1.53 -0.57 -0.87
C 4.455 -0.668 -0.672 0.10 -0.01 -0.16
C 4.272 0.338 2.100 0.15 0.00 0.38
C 3.771 2.295 -0.115 0.12 0.28 -0.14
C -1.865 -0.987 1.042 0.08 -1.82 1.71
Si -3.350 0.060 0.876 -0.68 0.23 0.35
H -1.734 -1.250 2.138 -0.88 -0.02 -1.18
H -1.867 -1.988 0.546 0.50 0.99 -0.10
C -4.573 -0.750 -0.284 -0.12 -0.05 -0.20
C -2.929 1.781 0.281 -0.04 0.44 -0.20
C -4.159 0.130 2.574 -0.03 0.04 0.10
H 3.197 2.553 -1.021 0.21 0.00 0.26
H 4.846 2.441 -0.330 -0.44 0.04 0.08
H 3.486 2.991 0.694 0.09 -0.22 -0.37
H 4.117 -1.706 -0.502 0.17 0.34 -0.09
H 5.524 -0.599 -0.405 -0.37 -0.11 -0.25
H 4.339 -0.426 -1.742 0.09 -0.18 0.26
H 3.947 -0.576 2.628 0.13 0.37 -0.16
H 4.054 1.217 2.733 0.05 -0.41 -0.12
H 5.372 0.283 1.964 -0.53 0.04 0.15
H -3.313 1.928 -0.744 0.15 0.11 0.33
H -1.837 1.940 0.279 -0.37 0.03 -0.01
H -3.397 2.531 0.943 0.22 -0.16 -0.35
H -5.092 0.717 2.504 0.32 -0.19 0.16
H -3.497 0.601 3.324 -0.30 -0.16 -0.25
H -4.415 -0.888 2.925 0.10 0.47 -0.14
H -5.572 -0.324 -0.093 0.27 -0.21 -0.20
H -4.614 -1.838 -0.110 -0.07 0.38 -0.10
H -4.303 -0.562 -1.336 -0.21 -0.13 0.25
C -1.028 4.017 5.325 0.01 -0.10 0.03
C -0.941 3.930 3.931 0.02 -0.06 0.00
C -0.741 2.704 3.309 0.08 -1.08 0.46
C -0.633 1.546 4.122 -0.28 0.18 1.15
C -0.725 1.620 5.515 -0.05 0.75 0.27
C -0.918 2.863 6.111 -0.03 0.02 -0.16
N -0.397 0.273 3.580 0.08 -3.03 2.21
N -0.193 -0.769 4.393 -0.09 3.23 -2.63
C 0.282 -1.888 3.699 0.05 -1.80 0.17
C 0.482 -3.112 4.427 -0.31 1.16 -0.26
C 0.915 -4.259 3.770 -0.01 0.11 0.10
C 1.151 -4.233 2.393 -0.23 0.85 -0.56
C 0.953 -3.035 1.651 0.07 -0.88 1.08
C 0.549 -1.893 2.321 0.32 -0.27 0.45
H -1.176 4.991 5.803 0.06 -0.42 -0.22
H -1.021 4.823 3.315 0.01 -0.14 0.19
H -0.648 2.596 2.222 -0.07 0.16 0.45
H -0.623 0.711 6.114 -0.07 0.45 -0.28
H -0.977 2.924 7.196 -0.01 0.08 -0.24
H 0.268 -3.090 5.498 0.11 -0.18 -0.31
H 1.068 -5.184 4.332 -0.06 0.36 -0.19
H 1.481 -5.127 1.861 -0.07 0.18 0.25
H 1.124 -3.049 0.576 0.06 0.10 0.17
```
Forces are in eV/Å.